Molecular formula: C18H42BN4O7
Method: DFT, wB97M-V/def2-TZVPD

Values from the calculation:
- calculated total energy (Ha) = -1481.661375
- LUMO level (eV) = 2.499
- net charge = -1
- F_max (eV/A) = 0.8

```
72
Properties=species:S:1:pos:R:3:forces:R:3:lowdin_charge:R:1
O 2.894365 -1.284906 -0.069452 0.234 0.266 0.372 -0.0713
C 3.577892 -0.236159 -0.748914 -0.065 -0.257 -0.237 -0.2527
C 2.718204 0.587001 -1.715906 0.501 0.378 0.190 -0.1857
C 2.172504 1.909109 -1.140101 -0.395 -0.120 -0.277 -0.1674
C 0.681783 1.931526 -0.715690 0.088 0.232 0.284 -0.1188
C 0.027972 0.580688 -0.532138 -0.610 -0.457 0.207 -0.3716
C -0.641434 -0.038278 -1.746335 -0.101 -0.035 -0.180 -0.2248
O -1.205321 -1.204726 -1.217052 -0.150 0.221 0.106 -0.1605
B -1.667771 -0.778555 0.178641 -0.132 -0.506 0.227 -0.5995
O -1.076346 0.588671 0.368990 0.225 -0.015 -0.184 -0.1102
H 2.503939 -1.858508 -0.725150 -0.267 -0.191 -0.247 0.0764
H 4.414202 -0.658617 -1.312157 0.059 -0.013 0.029 0.0884
H 3.983839 0.404374 0.033795 0.003 0.022 0.039 0.1104
H 3.377530 0.828373 -2.552488 -0.043 -0.023 -0.063 0.0886
H 1.923969 -0.035432 -2.123322 0.020 -0.026 0.023 0.0767
H 2.304993 2.684649 -1.899669 0.059 0.036 0.046 0.0932
H 2.802019 2.206317 -0.299723 -0.005 -0.037 0.064 0.0978
H 0.103872 2.519483 -1.436784 -0.061 -0.091 -0.031 0.1105
H 0.606036 2.475803 0.229091 -0.025 -0.040 -0.006 0.0944
H 0.715874 -0.195918 -0.170317 0.420 0.353 0.022 0.1355
H 0.016921 -0.234117 -2.602598 -0.030 -0.244 0.041 0.1027
H -1.432071 0.650456 -2.092919 0.103 0.164 -0.099 0.1266
H -1.244443 -1.617622 1.003436 0.102 0.158 -0.089 0.0494
H -2.909561 -0.769711 0.282364 0.035 0.248 -0.151 0.0434
C 0.642169 3.292919 4.255304 0.162 -0.017 0.087 -0.4006
O 1.538234 2.578261 3.836726 0.000 0.059 0.012 -0.0044
N -0.647862 3.203104 3.916288 -0.187 -0.008 -0.135 -0.1799
C -1.643259 4.076402 4.495232 -0.065 -0.097 -0.024 -0.0692
C -1.077059 2.182605 2.954240 0.141 0.103 0.289 -0.0087
H 0.835130 4.085384 5.004502 -0.027 0.042 -0.063 0.1274
H -2.386161 3.493587 5.042561 0.015 0.016 0.029 0.0753
H -2.146540 4.653861 3.715360 0.002 0.015 0.012 0.0851
H -1.166865 4.767059 5.190067 0.009 0.004 0.008 0.0771
H -0.843339 1.187356 3.329107 -0.018 -0.050 -0.064 0.0967
H -0.577395 2.295191 2.000761 0.014 -0.018 -0.067 0.0629
H -2.149623 2.267088 2.806290 -0.012 -0.014 -0.020 0.0951
C -1.568880 0.562853 7.375949 -0.071 0.027 0.053 -0.3543
O -1.999525 1.594137 6.894410 0.006 0.008 0.007 0.0075
N -0.288076 0.160673 7.307985 0.103 -0.019 0.049 -0.1915
C 0.166724 -1.064447 7.925167 0.014 0.051 -0.102 -0.0657
C 0.662068 0.990179 6.579952 -0.166 0.004 0.007 -0.0277
H -2.211861 -0.141691 7.933412 0.001 0.002 -0.021 0.1290
H 0.939602 -0.858746 8.669749 -0.003 -0.022 0.012 0.0855
H 0.577599 -1.744199 7.176101 0.001 -0.025 0.017 0.0919
H -0.669737 -1.556441 8.418706 -0.012 -0.006 0.003 0.0779
H 0.690876 1.990772 7.013763 0.036 0.014 -0.033 0.0940
H 0.366311 1.080857 5.537676 0.062 -0.021 -0.024 0.0719
H 1.651111 0.543377 6.629623 0.000 -0.036 0.007 0.0929
C 4.512599 -1.717723 -4.823605 -0.144 -0.006 0.062 -0.3462
O 4.627803 -1.069667 -3.802427 0.197 -0.051 -0.048 0.0169
N 3.392749 -1.744815 -5.571446 -0.043 0.000 -0.072 -0.1945
C 3.290459 -2.529204 -6.780558 -0.054 0.051 0.080 -0.0685
C 2.246502 -0.961562 -5.125954 0.050 -0.032 -0.010 -0.0258
H 5.320367 -2.357181 -5.222848 0.005 0.034 -0.016 0.1290
H 3.080127 -1.889958 -7.641233 0.004 -0.022 -0.019 0.0864
H 2.491933 -3.269395 -6.695634 0.004 -0.013 -0.027 0.0892
H 4.230136 -3.050416 -6.956542 0.016 -0.007 -0.001 0.0771
H 2.507573 0.094906 -5.064499 -0.012 0.005 0.013 0.0946
H 1.921916 -1.282051 -4.136901 -0.020 -0.003 -0.003 0.0855
H 1.428436 -1.094359 -5.829300 -0.016 -0.007 0.000 0.0895
C -3.724946 -1.477408 -4.891131 0.043 -0.024 -0.127 -0.3747
O -2.574223 -1.088708 -4.919801 0.008 -0.020 0.003 0.0093
N -4.299518 -2.179378 -3.899626 -0.089 -0.076 0.137 -0.1923
C -5.670106 -2.621415 -3.999887 0.062 0.050 0.076 -0.0807
C -3.545440 -2.517268 -2.688644 -0.053 0.056 -0.216 -0.0150
H -4.425405 -1.289130 -5.729318 0.005 0.017 0.022 0.1218
H -6.271281 -2.204299 -3.188163 -0.028 -0.017 -0.008 0.0874
H -5.730546 -3.711932 -3.946602 -0.026 0.000 -0.007 0.0835
H -6.095245 -2.296392 -4.948903 -0.007 0.002 -0.007 0.0727
H -3.205564 -1.634401 -2.151474 0.064 0.018 0.000 0.0748
H -2.658409 -3.093910 -2.946301 0.037 0.016 0.024 0.0943
H -4.192526 -3.108378 -2.043734 0.023 -0.007 0.023 0.0859
```
Positions in Å, forces in eV/Å.

***

Molecular formula: C2H12FeNO
Method: DFT, wB97M-V/def2-TZVPD

Values from the calculation:
- calculated total energy (Ha) = -1476.904406
- LUMO level (spin up / spin down) (eV) = 3.724 / 3.850
- spin multiplicity = 5
- net charge = -1
- F_max (eV/A) = 2.1

```
17
Properties=species:S:1:pos:R:3:forces:R:3:nbo_charge:R:1
C -2.681435 -1.243891 -0.581957 0.003 -1.028 0.032 -0.8567
Fe -0.182024 -0.037223 -0.087219 0.150 1.615 -1.369 0.3452
N 1.739327 1.127986 0.032113 1.069 0.170 -0.399 -1.1622
H -0.824082 1.411989 0.252691 -0.790 0.751 -0.200 -0.6970
H 2.031492 1.331687 1.001487 -0.226 -0.247 -0.256 0.3516
H -1.916672 -0.546915 -1.002695 -0.644 -0.356 0.153 0.1968
H -3.675620 -0.768656 -0.586514 0.469 -0.095 -0.115 0.2072
H -2.440860 -1.561993 0.442595 0.086 0.539 -0.176 0.2229
H -2.696476 -2.208703 -1.132145 -0.118 0.714 -0.085 0.1967
H 2.559014 0.703475 -0.426433 -0.299 0.221 0.297 0.3569
H 1.607737 2.049520 -0.407990 -0.189 -0.531 0.155 0.3767
C 1.169064 -1.859792 1.480391 0.168 0.001 0.360 -0.6237
O 0.006047 -1.020320 1.530190 0.023 -1.268 1.632 -0.8719
H 1.241946 -2.259038 0.449450 -0.104 0.194 0.453 0.1809
H 1.033621 -2.672478 2.208098 0.316 0.002 -0.157 0.1635
H 2.074353 -1.260225 1.704152 -0.296 -0.417 -0.040 0.1474
H -0.067141 -0.523495 2.370151 0.382 -0.263 -0.285 0.4659
```
Positions in Å, forces in eV/Å.

***

Molecular formula: C23H20AgBrN14O3S
Method: DFT, wB97M-V/def2-TZVPD

Values from the calculation:
- calculated total energy (Ha) = -5000.047350
- LUMO level (eV) = 3.824
- net charge = -2
- F_max (eV/A) = 0.7

```
63
Properties=species:S:1:pos:R:3:forces:R:3:nbo_charge:R:1
Ag -0.257219 -0.179870 0.017416 -0.194 -0.176 -0.450 0.8477
Br -4.451210 -0.219881 6.174715 0.040 -0.014 -0.069 0.0710
C -2.981237 -0.177195 4.983183 -0.143 0.012 0.118 -0.0567
C -1.720004 0.115670 5.473250 0.053 0.002 -0.008 -0.2344
C -0.633395 0.096072 4.613813 -0.028 0.021 0.135 -0.2210
C -0.812581 -0.204439 3.269722 0.365 -0.088 -0.433 0.0780
C -2.084769 -0.487418 2.791688 -0.176 0.008 0.080 -0.1332
C -3.178951 -0.461587 3.643385 0.107 0.002 -0.060 -0.2461
N 0.261845 -0.304608 2.330375 -0.447 -0.055 0.530 -0.4555
C 1.334329 0.335678 2.515199 0.534 0.042 -0.345 0.1372
C 2.506926 0.167474 1.597146 -0.498 0.079 0.494 0.1579
C 3.683890 0.820671 1.915317 0.274 0.034 -0.168 -0.2141
C 4.773278 0.658666 1.072581 0.007 0.130 0.199 -0.1714
C 4.639354 -0.141534 -0.044170 -0.086 -0.121 -0.177 -0.2603
C 3.409225 -0.748652 -0.281299 -0.016 0.134 0.005 0.0556
N 2.366858 -0.605386 0.522491 0.053 -0.066 0.082 -0.4124
H -1.586557 0.352967 6.519391 -0.025 -0.003 0.001 0.2213
H 0.352977 0.297443 5.011443 0.018 -0.014 -0.022 0.2037
H -2.213563 -0.710527 1.738229 0.006 -0.015 0.009 0.2236
H -4.172814 -0.643250 3.261310 0.004 -0.030 0.037 0.2373
H 1.471707 1.038812 3.340016 0.031 -0.004 -0.020 0.1699
H 3.726944 1.473172 2.777092 0.001 -0.010 0.003 0.2171
H 5.704886 1.171034 1.278083 0.002 -0.003 -0.008 0.2067
H 5.454385 -0.280494 -0.742020 0.003 0.007 0.006 0.2099
H 3.242846 -1.349413 -1.168917 0.025 -0.034 0.003 0.2001
N 0.241126 2.175630 -2.761575 -0.057 -0.062 0.033 -0.6174
C 0.151824 0.847344 -3.190625 0.070 0.428 0.019 0.4187
N 0.234255 0.527515 -4.479255 0.032 -0.310 -0.052 -0.4059
N 0.076224 -0.808337 -4.495889 0.021 0.169 0.042 -0.1271
N -0.086461 -1.240577 -3.285680 -0.142 0.093 -0.073 -0.2121
N -0.060854 -0.203448 -2.421614 0.045 -0.255 0.230 -0.4704
C 0.791970 2.571580 -1.534582 0.018 -0.148 -0.438 0.4128
N 1.571914 3.637501 -1.426058 -0.016 0.088 0.196 -0.4086
N 1.844072 3.704208 -0.107260 0.058 -0.153 -0.041 -0.1382
N 1.275750 2.718847 0.514874 -0.077 0.176 -0.105 -0.1729
N 0.574184 1.980647 -0.371957 0.035 -0.012 0.213 -0.5115
H 0.536845 2.779373 -3.512532 0.005 0.032 0.011 0.4041
N -2.598662 1.222162 -0.375960 0.145 0.046 -0.075 -0.8606
C -3.251933 1.755653 0.750407 -0.003 -0.026 0.000 0.2437
C -4.551866 1.387757 1.066377 -0.079 -0.036 -0.045 -0.3259
C -5.161238 1.860790 2.223976 -0.132 -0.011 -0.008 -0.1824
C -4.492178 2.710892 3.084212 0.335 0.071 -0.192 -0.3582
C -3.176730 3.069932 2.771343 -0.153 -0.052 0.045 -0.1567
C -2.559290 2.597080 1.626149 0.003 -0.007 0.009 -0.3057
S -5.298795 3.382190 4.534755 -0.033 -0.085 0.031 2.4163
O -6.532716 2.611038 4.649566 -0.013 0.032 0.024 -1.0394
O -4.350842 3.153230 5.618962 0.054 0.036 0.020 -1.0351
O -5.504569 4.791069 4.223332 -0.007 0.009 0.007 -1.0262
H -1.927131 1.850050 -0.799797 0.071 -0.032 0.082 0.3995
H -3.203271 0.833797 -1.084126 -0.091 0.004 0.079 0.3750
H -5.092919 0.721538 0.399829 -0.002 0.008 0.016 0.1921
H -6.174642 1.572035 2.473634 -0.004 0.012 0.001 0.2348
H -2.632718 3.719803 3.445460 -0.028 0.005 0.022 0.2274
H -1.527063 2.850764 1.403960 -0.015 0.035 0.013 0.2302
N -0.397322 -3.248324 -1.315735 -0.069 0.091 0.168 -0.3378
C -0.013536 -4.525405 -1.168061 -0.021 0.013 0.060 -0.0574
C -0.092032 -4.820159 0.179555 -0.078 0.059 -0.031 -0.3724
C -0.542145 -3.622771 0.768314 0.160 -0.060 0.027 -0.0545
N -0.709729 -2.681036 -0.145347 -0.133 0.021 -0.063 -0.2990
H -0.409193 -2.657978 -2.162487 0.193 0.041 -0.161 0.4564
H 0.285523 -5.116681 -2.017072 0.002 -0.016 0.007 0.2079
H 0.140790 -5.753765 0.661920 -0.006 -0.004 -0.002 0.2129
H -0.720897 -3.387447 1.806449 0.002 -0.042 -0.011 0.2116
```
Positions in Å, forces in eV/Å.